a.
ORCA calculation (ωB97M-V/def2-TZVPD) on a 2-piece molecular cluster, C6H12N6 overall.

```
24
Properties=species:S:1:pos:R:3
C -2.9050 -2.6472 -1.1233
C -0.0542 -0.8667 0.1064
C -1.9090 -2.1285 -0.3431
C -0.0683 -1.3092 1.5314
C -0.8822 -2.6485 1.7903
C -3.0247 -3.8201 0.6932
N -0.9886 -1.2085 -0.7130
N 0.7800 -0.7281 2.2930
N -3.6325 -3.5700 -0.4449
N -4.7375 -4.1066 -0.8960
N -1.9501 -2.7530 0.8471
N 7.2390 9.7069 -1.5970
H -2.9562 -2.5136 -2.1894
H 0.5700 0.0208 -0.1872
H -0.2858 -3.5099 1.5442
H -1.1205 -2.7049 2.7547
H 7.7544 10.6088 -1.4637
H -3.4051 -4.2542 1.6027
H 0.9197 -1.0531 3.2252
H -5.3615 -4.7907 -0.4278
H -4.9833 -3.8341 -1.8724
H 6.5961 9.3933 -0.9043
H 7.7706 8.8500 -1.7950
H 6.6348 9.8672 -2.4310
```

## Properties
Charge: +2

b.
ORCA calculation (ωB97M-V/def2-TZVPD) on C6H12N6 as an isolated structure.

```
24
Properties=species:S:1:pos:R:3
C -1.7727 1.2622 -0.7340
C -2.3517 0.1090 0.1148
C 0.7955 -1.2445 -0.1490
C -1.3908 -0.8497 0.8281
C 2.0296 -0.5064 -0.3705
C 0.5050 0.8013 0.7972
N -0.5384 1.5782 -0.6907
N -3.6286 0.0541 0.1289
N -0.0094 -0.5360 0.5700
N 1.7657 0.7527 0.3652
N 0.5604 -2.4601 -0.5208
N 2.6435 1.7946 0.1085
H -2.5351 1.7872 -1.2073
H -1.5867 -0.9414 1.8773
H -1.7718 -1.7438 0.4749
H 2.9622 -1.1196 -0.3152
H 1.8300 -0.2477 -1.4938
H 0.2804 1.5436 1.5596
H -3.9739 -0.8035 0.4684
H 1.1120 -2.9437 -1.2454
H -0.2826 -2.9722 -0.4817
H 3.2425 1.6613 0.9240
H 2.1818 2.7374 0.1056
H -0.0669 2.2870 -1.1140
```

## Properties
Charge: +2

Stability check: which of them is least stable? b.

a.
ORCA calculation (ωB97M-V/def2-TZVPD) on C3H6N2OS in the gas phase.

```
13
Properties=species:S:1:pos:R:3
C -2.8910 -1.0241 0.4959
N -1.7205 -0.6465 0.0836
S -1.5350 0.7766 -0.8741
C 0.2386 0.9990 -0.7204
O 0.7099 1.9845 -1.2184
N 0.9572 0.0623 -0.1219
C 2.3801 0.2242 0.1631
H -3.8263 -0.5181 0.3428
H -2.8901 -1.9995 1.0824
H 0.4060 -0.7497 0.0687
H 2.5032 0.1879 1.2672
H 2.6070 1.2169 -0.2094
H 3.0609 -0.5134 -0.3595
```

## Properties
SMILES: C=NSC(=O)NC

b.
ORCA calculation (ωB97M-V/def2-TZVPD) on C3H6N2OS as an isolated structure.

```
13
C3H6N2OS | OMol25 | ωB97M-V/def2-TZVPD
C -1.5534 -0.8508 0.0005
C -0.1802 -0.2513 0.2062
C 2.9579 0.7321 -0.0922
H -2.9017 0.2633 1.1563
H -2.0081 1.1806 -0.7444
H -2.0259 -1.5784 0.8212
H -1.6101 -1.4016 -1.0096
H 3.9119 1.3444 0.2797
H 1.9868 1.4029 -0.7388
N -2.5731 0.0593 -0.1618
N 2.8853 -0.5920 0.1193
O -0.1008 0.9778 0.1906
S 1.2114 -1.2863 -0.0269
```

c.
ORCA calculation (ωB97M-V/def2-TZVPD) on C3H6N2OS as an isolated structure.

```
13
C3H6N2OS | OMol25 | ωB97M-V/def2-TZVPD
C -1.6767 0.0963 -1.0676
C 1.4956 -0.0931 -0.6991
C -0.4639 -0.6676 1.1813
N -1.8839 -0.2106 -2.1581
N -1.5759 0.4256 0.1843
O 0.8698 1.5736 1.2759
S 1.1785 0.1522 1.1072
H 2.2012 0.6787 -0.9953
H 0.5912 0.0002 -1.2935
H 1.9371 -1.0753 -0.8343
H -0.5213 -1.6403 0.7165
H -0.9151 -0.5931 2.1585
H -1.2366 1.3534 0.4242
```

d.
ORCA calculation (ωB97M-V/def2-TZVPD) on a 2-piece molecular cluster, C3H6N2OS overall.

```
13
C3H6N2OS | OMol25 | ωB97M-V/def2-TZVPD
C -2.8379 -0.7252 0.2587
C -0.8003 -1.2389 0.0235
C 1.5266 -0.3443 -0.1475
N -0.3665 1.2087 0.0257
N 0.0332 -0.2485 -0.0133
O -0.7952 -2.4534 -0.0252
S -3.6358 0.4218 -0.3910
H -3.1098 -1.4849 0.9368
H 1.7752 -0.7190 -1.1490
H 1.8213 0.6442 -0.0137
H 2.0145 -0.9236 0.6620
H -0.3336 1.5160 -0.9255
H -1.2995 1.0512 0.5766
```

Stability check: which of them is least stable? b.

a.
ORCA calculation (ωB97M-V/def2-TZVPD) on C3H6N2OS in the gas phase.

```
13
Properties=species:S:1:pos:R:3
C -0.1478 -2.6140 -0.8025
S 1.0837 -1.5139 -1.4126
C 0.8448 -0.1544 -0.4864
N -0.2383 0.1092 0.1212
N -0.4518 1.4017 0.5009
C -1.1915 1.8050 1.6416
O -1.0800 3.0168 2.0503
H -0.0921 -2.6947 0.3700
H -1.0896 -2.1603 -1.1732
H 0.1698 -3.5475 -1.3064
H 1.7475 0.5018 -0.4834
H 0.3518 2.1663 0.4677
H -1.9886 1.0270 1.8540
```

## Properties
SMILES: CS/C=N/NC=O

b.
ORCA calculation (ωB97M-V/def2-TZVPD) on C3H6N2OS in the gas phase.

```
13
Properties=species:S:1:pos:R:3
N 1.6543 0.8132 -0.4072
C 1.6350 -0.5497 -0.3781
N 0.6999 -1.3644 0.0672
C -0.4131 -0.4771 0.6410
C -1.4574 0.4591 0.0040
O -1.4406 1.6674 0.1354
S -2.8874 -0.3792 -0.4653
H 0.9376 1.4491 -0.1988
H 2.3154 1.2678 -0.9152
H 2.5172 -0.8675 -0.9239
H 0.1923 0.4194 1.1835
H -1.2373 -0.8051 1.3640
H -2.5159 -1.6329 -0.1066
```

## Properties
SMILES: N/C=N\CC(=O)S

Stability check: which of them is least stable? a.